# 1
Computed, not measured: a cluster of 2 separate species, C11H12NO2 in total, with ωB97M-V with the def2-TZVPD basis set.

Output
charge = -1
HOMO = -3.43 eV
LUMO level = 2.9177 eV
gap between HOMO and LUMO = 6.35 eV

CARTESIAN COORDINATES (ANGSTROEM)
1 C 1.64 0.10 2.62
2 C 2.61 -1.00 2.98
3 O 2.25 -1.98 3.71
4 O 3.84 -0.88 2.67
5 H 2.09 0.94 2.11
6 H 1.23 0.72 3.53
7 H 0.72 -0.32 2.20
8 C -3.35 -0.35 -0.55
9 C 0.24 -0.46 -1.05
10 C -0.97 0.41 -0.92
11 C -1.92 -0.47 -0.23
12 C -1.24 -1.55 0.23
13 C 1.46 1.37 -2.24
14 C 1.37 0.12 -1.68
15 C 0.17 2.15 -2.21
16 C -0.95 1.68 -1.55
17 N 0.09 -1.56 -0.31
18 H 2.30 2.00 -2.54
19 H 2.22 -0.67 -1.71
20 H 0.03 3.08 -2.51
21 H -1.75 2.31 -1.52
22 H 0.64 -2.30 0.04
23 H -1.51 -2.34 0.90
24 H -3.64 0.66 -0.74
25 H -3.97 -0.64 0.27
26 H -3.59 -1.04 -1.50


# 2
Computed, not measured: a structure of composition C11H12NO6Ru, with ωB97M-V with the def2-TZVPD basis set.

Output
charge = +3
⟨S²⟩ = 6.0333
HOMO (spin up / spin down) = -17.21 / -21.60 eV
LUMO level (spin up / spin down) = -11.7383 / -15.6718 eV
gap between HOMO and LUMO (spin up / spin down) = 5.47 / 5.93 eV
2S+1 = 5

CARTESIAN COORDINATES (ANGSTROEM)
1 O -2.17 -4.87 0.51
2 C -1.75 -3.81 0.37
3 Ru 0.12 0.77 -0.26
4 O 1.33 -1.91 0.73
5 C 0.81 -0.95 0.36
6 C 1.71 1.69 0.15
7 O 2.70 2.26 0.37
8 C -0.81 2.47 -0.77
9 O -1.34 3.44 -1.07
10 C 0.68 0.44 -2.03
11 O 1.03 0.23 -3.11
12 H -1.18 -2.43 0.19
13 O -1.13 0.91 1.55
14 C -0.92 0.98 2.80
15 C 0.45 0.97 3.44
16 C 0.75 2.29 4.14
17 C 0.15 2.39 5.54
18 C -1.38 2.43 5.56
19 C -2.04 1.16 5.04
20 N -2.00 1.06 3.57
21 H 0.48 0.13 4.16
22 H 1.20 0.77 2.67
23 H 1.84 2.39 4.22
24 H 0.41 3.14 3.52
25 H 0.49 1.54 6.15
26 H 0.52 3.30 6.02
27 H -1.71 2.57 6.60
28 H -1.74 3.30 4.99
29 H -1.56 0.28 5.48
30 H -3.10 1.15 5.32
31 H -2.88 0.91 3.07


# 3
Computed, not measured: an isolated molecule of C11H12O, with ωB97M-V with the def2-TZVPD basis set.

Output
structure (SMILES) = C=C/C(OC)=c1/ccccc1=C
charge = 0
HOMO = -8.23 eV
LUMO level = 0.1759 eV
gap between HOMO and LUMO = 8.40 eV

CARTESIAN COORDINATES (ANGSTROEM)
1 C -1.78 1.88 -2.15
2 C -1.54 1.12 -1.11
3 C -0.25 0.83 -0.50
4 O 0.87 1.45 -1.04
5 C 1.18 2.72 -0.51
6 C -0.09 -0.13 0.47
7 C 1.29 -0.34 0.86
8 C 1.90 -1.47 0.51
9 C 1.03 -2.48 -0.04
10 C -0.28 -2.54 0.29
11 C -0.81 -1.45 1.15
12 C -1.48 -2.03 2.24
13 H -2.86 2.27 -2.22
14 H -1.05 2.58 -2.54
15 H -2.18 0.48 -0.47
16 H 2.08 3.04 -0.94
17 H 1.45 2.48 0.60
18 H 0.37 3.43 -0.78
19 H 1.84 0.54 1.24
20 H 3.01 -1.57 0.64
21 H 1.51 -3.11 -0.71
22 H -0.95 -3.31 -0.12
23 H -1.64 -1.30 3.06
24 H -1.61 -3.10 2.07


Computed relative energy (zero: lowest compared OMol25 entry of this formula, charge and spin) (kJ/mol) in order:
315.7, 77.9, 566.4